DFT (wB97M-V/def2-TZVPD) results for an isolated molecule of CH3Cl2NOS at a distorted geometry.

Structure (ORCA input):
```
! RIJCOSX wB97M-V def2-TZVPD def2/J DEFGRID3
* xyz 0 1
C -1.11 0.51 0.36
N 0.72 -0.77 -0.96
O 1.38 0.39 1.39
S 0.82 0.64 0.10
Cl -1.67 1.99 1.10
Cl 1.73 -2.12 -0.30
H -1.48 0.48 -0.71
H -1.43 -0.45 0.93
H 1.05 -0.67 -1.92
*
```

The HOMO energy is -9.4 eV. Its LUMO energy is -0.146 eV. The value obtained for the relative energy (zero: lowest compared OMol25 entry of this formula, charge and spin) is 23.1 kJ/mol.

These are the Löwdin partial charges, in e, on atoms 1 to 8: -0.78, -0.65, -0.51, 0.77, 0.53, 0.48, 0.05, 0.09



DFT (wB97M-V/def2-TZVPD) results for a cluster of 2 separate species, CH3Cl2OP in total at a distorted geometry.

Structure (ORCA input):
```
! RIJCOSX wB97M-V def2-TZVPD def2/J DEFGRID3
* xyz 0 1
C -0.64 0.42 -0.67
O -1.00 -1.66 2.41
P 0.66 -0.38 0.47
Cl 1.75 1.11 1.10
Cl 1.94 -1.28 -0.73
H -0.11 1.01 -1.39
H -1.23 -0.30 -1.13
H -1.38 1.08 -0.06
*
```

The HOMO energy (spin up / spin down) is -9.3 / -9.3 eV. Its LUMO energy (spin up / spin down) is -2.037 / -1.941 eV. The value obtained for the relative energy (zero: lowest compared OMol25 entry of this formula, charge and spin) is 617.7 kJ/mol.

Charges in e, computed with Löwdin, in the same order as the atoms: -0.33, -0.20, 0.00, 0.23, 0.21, 0.02, 0.00, 0.08



DFT (wB97M-V/def2-TZVPD) results for an isolated molecule of CH3Cl2OPS at a distorted geometry.

Structure (ORCA input):
```
! RIJCOSX wB97M-V def2-TZVPD def2/J DEFGRID3
* xyz 0 1
C -0.07 -1.29 0.55
O 0.75 1.04 1.54
P -0.59 1.74 -1.18
S -0.51 0.57 0.96
Cl -1.21 -2.19 -0.42
Cl 1.11 2.66 -1.05
H 0.12 -1.89 1.48
H 0.71 -1.09 -0.04
H -0.31 0.45 -1.84
*
```

The HOMO energy is -9.0 eV. Its LUMO energy is -0.225 eV. Its SMILES is O=S(CCl)#[PH]Cl. The value obtained for the relative energy (zero: lowest compared OMol25 entry of this formula, charge and spin) is 411.7 kJ/mol.

These are the Löwdin partial charges, in e, on atoms 1 to 8: -0.78, -0.66, 0.24, 0.61, 0.53, 0.17, 0.07, -0.04



DFT (wB97M-V/def2-TZVPD) results for a structure of composition CH3Cl2P at a distorted geometry.

Structure (ORCA input):
```
! RIJCOSX wB97M-V def2-TZVPD def2/J DEFGRID3
* xyz 0 3
C 0.56 -0.96 -1.46
P 1.08 -0.73 0.91
Cl -1.04 -1.50 -1.60
Cl 1.00 -2.69 1.36
H 1.10 -1.82 -1.90
H 0.91 0.05 -1.72
H -0.37 -0.40 0.71
*
```

The HOMO energy (spin up / spin down) is -6.5 / -10.0 eV. Its LUMO energy (spin up / spin down) is 0.757 / -2.506 eV. The value obtained for the relative energy (zero: lowest compared OMol25 entry of this formula, charge and spin) is 237.7 kJ/mol. As for the expectation value of S²: 2.006.

Charges in e, computed with Löwdin, in the same order as the atoms: -0.76, 0.29, 0.55, 0.04, 0.01, 0.03, -0.15



DFT (wB97M-V/def2-TZVPD) results for a structure of composition CH3Cl3N2 at a distorted geometry.

Structure (ORCA input):
```
! RIJCOSX wB97M-V def2-TZVPD def2/J DEFGRID3
* xyz 0 1
C 0.27 0.08 -0.18
N 1.26 -0.79 -0.69
N 2.31 -1.02 -0.02
Cl 3.97 1.97 0.10
Cl 2.87 -0.19 1.37
Cl 3.55 -1.89 -0.76
H -0.42 0.18 -1.02
H -0.19 0.16 0.84
H 0.90 0.96 -0.33
*
```

The HOMO energy (spin up / spin down) is -9.3 / -7.8 eV. Its LUMO energy (spin up / spin down) is -1.403 / -2.802 eV. The value obtained for the relative energy (zero: lowest compared OMol25 entry of this formula, charge and spin) is 371.0 kJ/mol.

These are the Löwdin partial charges, in e, on atoms 1 to 8: -0.13, -0.08, -1.01, -0.38, 0.61, 0.70, 0.09, 0.11



DFT (wB97M-V/def2-TZVPD) results for an isolated molecule of CH3Cl3NP at a distorted geometry.

Structure (ORCA input):
```
! RIJCOSX wB97M-V def2-TZVPD def2/J DEFGRID3
* xyz 0 1
C -0.88 0.33 -1.11
N -0.55 0.78 0.25
P 0.69 -0.09 1.07
Cl 0.55 0.43 2.94
Cl 0.73 -2.14 0.88
Cl 2.57 0.22 0.55
H -0.07 0.40 -1.99
H -1.69 0.86 -1.37
H -1.34 -0.79 -1.24
*
```

The HOMO energy is -8.9 eV. Its LUMO energy is -0.106 eV. Its SMILES is CN=P(Cl)(Cl)Cl. The value obtained for the relative energy (zero: lowest compared OMol25 entry of this formula, charge and spin) is 60.2 kJ/mol.

These are the Löwdin partial charges, in e, on atoms 1 to 8: -0.31, -0.34, -0.40, 0.35, 0.23, 0.29, 0.10, -0.01



- What is the relative energy (zero: lowest compared OMol25 entry of this formula, charge and spin) in the fourth record?
  237.7 kJ/mol